No. 1
Formula: CH2BrOP
Source: the Open Molecules 2025 dataset
Level of theory: wB97M-V/def2-TZVPD

Geometry (Å):
H 1.758 0.049 -0.900
H 2.018 0.383 0.871
O -2.918 -0.693 -0.628
C 1.340 0.065 0.095
P -1.946 -0.880 0.425
Br -0.251 1.076 0.138

Lowest unoccupied orbital energy (eV): -1.723
Gap between HOMO and LUMO (Eh): 0.2036
HOMO (eV): -7.26
ΔE to the lowest compared entry with this formula, charge and spin (kJ/mol): 279.56

Charges obtained by natural (NBO) population analysis, quoted in units of e: 0.193 0.191 -0.964 -0.879 1.292 0.167

No. 2
Formula: C5H14BFNO4PS
Source: the Open Molecules 2025 dataset
Level of theory: wB97M-V/def2-TZVPD

Geometry (Å):
N -0.620 -0.807 -0.422
S -0.991 -0.789 -2.068
C -1.087 2.816 0.074
O -0.079 0.110 -2.820
O 0.869 0.957 0.729
P 0.588 -2.036 0.018
O -0.985 -2.181 -2.585
H 1.394 1.399 0.042
H 3.028 -1.909 0.227
C -0.501 3.311 -1.304
H 0.281 4.114 -1.189
O -1.482 1.438 0.094
C 2.318 -1.587 -0.587
H -0.658 -2.375 3.634
H 1.195 -1.094 2.315
B -0.371 0.555 0.135
H -2.032 3.407 0.239
H 1.262 -2.948 2.165
C -0.762 -2.229 2.527
H -0.095 2.502 -1.959
H -1.463 -1.406 2.251
H -1.328 3.801 -1.893
H -0.425 3.113 0.935
C 0.695 -2.008 1.914
H -1.205 -3.177 2.113
H 2.559 -2.204 -1.493
F -2.546 -0.267 -2.240
H 2.441 -0.506 -0.854

Lowest unoccupied orbital energy (eV): 0.255
Gap between HOMO and LUMO (Eh): 0.3252
HOMO (eV): -8.59

These are the natural (NBO) partial charges, in e, on atoms 1 to 8: -1.203 2.431 -0.085 -0.885 -0.944 0.956 -0.863 0.508

No. 3
Formula: C22H29Br3N4O4S6Sn
Source: the Open Molecules 2025 dataset
Level of theory: wB97M-V/def2-TZVPD

Geometry (Å):
H 5.382 -1.744 -0.777
H -0.721 -0.574 -0.933
S 3.375 -1.962 1.880
C 4.427 5.944 0.457
H 5.390 -2.011 -2.532
H 2.660 7.874 2.389
C 3.833 -3.072 -1.470
H -1.640 1.556 -1.968
N 4.089 7.032 1.154
H 3.624 -3.416 -0.454
H 1.838 3.873 1.100
H 3.654 -3.868 -2.199
H -7.083 -0.780 -2.649
H 5.363 5.971 -0.087
H -6.160 -3.407 -0.087
C -6.390 -0.793 -1.805
C -1.084 -0.684 0.086
C -3.395 -0.592 -0.806
S -1.442 2.623 3.801
C -0.558 -0.875 2.299
S 3.383 0.311 4.166
C -5.130 -1.572 -2.160
Br -0.642 3.399 -0.644
C -1.900 -0.848 2.663
H -0.950 2.818 -3.049
C -0.092 2.322 2.903
H -5.377 -2.589 -2.471
H -3.913 -0.723 1.918
H -5.390 -2.560 1.260
C 0.922 -3.450 -0.376
C -2.858 -0.764 1.669
H -4.625 -1.076 -2.990
H 1.480 -4.380 -0.263
H 1.216 -2.784 0.442
C 3.659 4.787 0.395
C -2.445 -0.689 0.344
H -3.927 -3.727 -1.164
O 2.770 -1.451 -3.303
H 1.287 -3.546 -2.554
C 2.937 6.992 1.822
Br 0.484 5.902 2.788
H -6.899 -1.237 -0.948
Sn 2.556 0.880 0.986
C 2.464 4.758 1.097
N -4.189 -1.677 -1.051
N -0.163 -0.786 1.034
H -0.139 -3.670 -0.246
O 5.126 3.772 -1.145
S 4.191 1.645 2.801
H -5.064 -4.278 0.990
S 4.226 -1.507 3.705
C -0.805 2.221 -2.159
H 5.982 -3.270 -1.435
C -5.240 -3.321 0.494
C 2.110 5.884 1.814
N 0.854 2.082 2.261
H -6.128 0.236 -1.560
C 4.118 3.611 -0.461
H -3.137 -2.958 0.199
Br 0.763 1.154 -2.428
H -2.176 -0.854 3.708
H 0.234 -0.937 3.039
C -4.053 -2.963 -0.389
H 0.364 -2.136 -2.029
O -3.452 0.401 -1.516
C 5.234 -2.486 -1.563
C 1.164 -2.822 -1.744
S 2.631 -1.790 -1.844
O 3.376 2.578 -0.405

Lowest unoccupied orbital energy (eV): 3.597
Gap between HOMO and LUMO (Eh): 0.1938
HOMO (eV): -1.68
ΔE to the lowest compared entry with this formula, charge and spin (kJ/mol): 25.25
Charge: -2

These are the natural (NBO) partial charges, in e, on atoms 1 to 8: 0.245 0.199 -0.711 0.049 0.218 0.183 -0.620 0.250

No. 4
Formula: C9H27BrNO5
Source: the Open Molecules 2025 dataset
Level of theory: wB97M-V/def2-TZVPD

Geometry (Å):
H 5.158 -1.554 -1.796
C -0.566 2.205 -2.118
H -5.319 -0.408 0.680
H -4.408 2.904 0.769
C 4.224 -2.799 1.970
H -2.721 2.832 -0.903
H 5.864 -0.018 -2.256
H 0.327 2.043 -2.735
H -2.242 3.871 0.401
H 0.717 1.734 -0.507
Br 1.354 -1.121 -0.152
H -0.090 -3.677 4.186
C -2.390 2.799 0.135
H -0.226 -4.905 1.948
H 3.406 -2.105 0.363
O 3.855 -0.078 -2.440
H -4.650 0.035 2.267
H 4.989 -3.542 2.213
O -3.815 0.941 0.604
H -1.055 3.130 -2.487
C -3.530 2.270 0.974
H 4.484 -1.872 2.499
N -1.160 2.052 0.304
H -3.298 2.323 2.048
O -1.467 1.139 -2.230
C 0.402 -4.098 2.342
H -5.729 1.157 1.374
H 0.736 -3.451 1.533
H -1.316 1.079 -4.295
C -2.068 1.095 -3.494
H 3.092 -0.326 -1.896
C -4.922 0.416 1.276
H -0.789 2.275 1.220
O -0.320 -3.341 3.318
H 1.283 -4.579 2.783
C 5.020 -0.471 -1.729
H -2.663 0.187 -3.553
H 4.989 -0.156 -0.689
C -0.135 2.402 -0.666
H -2.727 1.966 -3.646
H 3.262 -3.163 2.348
O 4.207 -2.628 0.578
H 0.236 3.436 -0.538

Lowest unoccupied orbital energy (eV): 3.013
Gap between HOMO and LUMO (Eh): 0.2756
HOMO (eV): -4.49
Charge: -1

These are the natural (NBO) partial charges, in e, on atoms 1 to 8: 0.166 -0.065 0.186 0.150 -0.237 0.199 0.149 0.182

No. 5
Formula: C7H6NO4S
Source: the Open Molecules 2025 dataset
Level of theory: wB97M-V/def2-TZVPD

Geometry (Å):
C -0.222 0.124 0.853
C -0.334 -1.371 0.631
H -0.992 -2.037 1.188
C 0.393 0.878 -0.338
C 0.318 -1.947 -0.378
O -2.155 0.445 2.264
C -1.580 0.800 1.254
H 0.289 0.281 3.421
O -1.218 0.515 -2.142
O -0.488 2.538 -1.799
H 1.869 -1.908 -1.803
H 2.132 0.560 -1.721
C 1.458 0.096 -1.044
N -0.633 1.331 -1.480
C 1.315 -1.189 -1.128
H 0.267 -3.024 -0.451
S 0.960 0.411 2.303
O -1.869 1.575 0.327
H 0.490 1.922 0.044

Lowest unoccupied orbital energy (eV): 3.079
Gap between HOMO and LUMO (Eh): 0.2959
HOMO (eV): -4.97
ΔE to the lowest compared entry with this formula, charge and spin (kJ/mol): 193.48
Charge: -1

These are the natural (NBO) partial charges, in e, on atoms 1 to 8: -0.267 -0.122 0.221 -0.154 -0.272 -0.728 0.778 0.149

No. 6
Formula: C3H4S
Source: the Open Molecules 2025 dataset
Level of theory: wB97M-V/def2-TZVPD

Geometry (Å):
C -0.419 0.781 0.050
C -0.368 -0.785 0.030
H -0.624 -1.445 0.947
H -0.639 -1.167 -1.033
C 0.877 -0.062 -0.018
S 2.505 0.038 0.043
H -0.521 1.496 0.883
H -0.811 1.144 -0.903

Lowest unoccupied orbital energy (eV): -0.242
Gap between HOMO and LUMO (Eh): 0.3003
HOMO (eV): -8.41
ΔE to the lowest compared entry with this formula, charge and spin (kJ/mol): 97.74

Charges obtained by natural (NBO) population analysis, quoted in units of e: -0.493 -0.486 0.249 0.254 -0.070 0.073 0.244 0.229

No. 7
Formula: C4H9NO2S
Source: the Open Molecules 2025 dataset
Level of theory: wB97M-V/def2-TZVPD

Geometry (Å):
C -0.111 0.561 0.626
H 0.359 0.582 1.636
H -0.383 1.567 0.224
C 2.272 0.599 -0.184
H -3.064 -0.831 -0.294
C -2.393 0.002 -0.295
H -2.003 0.130 -1.328
H -1.615 -0.280 1.662
H 0.530 0.479 -1.410
S 3.476 -0.628 0.322
N -1.300 -0.339 0.688
C 0.818 0.036 -0.439
H -2.805 1.008 0.019
O 0.826 -1.381 -0.508
O 2.488 1.785 -0.227
H 2.947 -1.662 -0.402
H -0.042 -1.627 -0.090

Lowest unoccupied orbital energy (eV): 0.719
Gap between HOMO and LUMO (Eh): 0.3793
HOMO (eV): -9.60
ΔE to the lowest compared entry with this formula, charge and spin (kJ/mol): 147.10

These are the natural (NBO) partial charges, in e, on atoms 1 to 8: -0.252 0.214 0.198 0.429 0.212 -0.424 0.203 0.374

No. 8
Formula: C4H6N2O2
Source: the Open Molecules 2025 dataset
Level of theory: wB97M-V/def2-TZVPD

Geometry (Å):
C 0.314 0.944 1.218
N 2.854 -1.096 -1.311
H 2.121 -2.136 0.539
C -0.825 -0.727 -0.103
H -1.194 -1.519 -1.798
O -0.388 -1.684 0.465
H 0.955 0.243 1.662
C -0.628 0.637 0.387
N -1.496 1.604 -0.041
H 0.500 1.973 1.224
H -1.282 2.539 0.176
O -1.228 -0.664 -1.369
H -2.215 1.461 -0.724
C 2.510 -1.577 -0.324

Lowest unoccupied orbital energy (eV): 0.693
Gap between HOMO and LUMO (Eh): 0.3402
HOMO (eV): -8.56
ΔE to the lowest compared entry with this formula, charge and spin (kJ/mol): 187.12

These are the natural (NBO) partial charges, in e, on atoms 1 to 8: -0.439 -0.329 0.255 0.766 0.503 -0.591 0.214 0.062

No. 9
Formula: C20H25N3O5S
Source: the Open Molecules 2025 dataset
Level of theory: wB97M-V/def2-TZVPD

Geometry (Å):
O 6.622 1.597 -1.299
C -4.414 -0.584 -1.343
H -5.158 1.813 -0.291
C -8.209 0.448 0.195
H -3.507 -1.357 0.394
C 3.407 -3.384 0.822
N -6.713 -1.104 -0.822
C 5.715 0.646 -0.972
H -0.240 1.213 2.362
H -1.390 2.244 1.484
O 2.122 -0.916 2.090
H -0.125 -0.550 -1.192
C -7.904 -0.793 -0.340
C 0.305 1.605 0.327
H -2.240 -0.092 1.953
H -7.407 2.393 0.632
H -8.643 -1.582 -0.386
C -7.212 1.412 0.224
H -4.066 0.155 -2.070
H -0.141 -1.314 1.763
O -2.454 1.331 -0.840
N -3.418 -0.624 -0.291
O 3.048 -2.479 -0.213
H 6.473 2.899 0.312
C 3.743 -0.194 0.119
H 5.506 3.339 -1.122
H 3.316 -2.897 1.796
C -5.965 1.096 -0.284
H 2.698 -4.207 0.754
H 7.282 3.480 -1.166
C 4.608 0.849 -0.156
N 1.131 0.435 0.110
H -4.494 -1.566 -1.813
C -0.674 -1.075 0.841
C -2.514 0.366 -0.106
H 1.065 -1.569 -0.347
S 2.365 0.195 1.209
C 5.931 -0.628 -1.505
H 6.792 -0.782 -2.136
C 3.944 -1.456 -0.419
H -1.246 -1.952 0.531
C 6.447 2.897 -0.781
C 0.364 -0.743 -0.232
H 0.970 2.415 0.626
H 5.225 -2.639 -1.654
C 5.060 -1.659 -1.231
C -0.749 1.364 1.408
H -0.180 1.857 -0.618
C -5.762 -0.181 -0.802
H 4.425 -3.758 0.682
C -1.596 0.127 1.092
O 2.667 1.458 1.824
H -9.197 0.654 0.578
H 4.387 1.797 0.305

Lowest unoccupied orbital energy (eV): 0.771
Gap between HOMO and LUMO (Eh): 0.3451
HOMO (eV): -8.62
ΔE to the lowest compared entry with this formula, charge and spin (kJ/mol): 176.00

These are the natural (NBO) partial charges, in e, on atoms 1 to 8: -0.488 -0.264 0.233 -0.263 0.397 -0.250 -0.432 0.304

No. 10
Formula: C3H6N2O2
Source: the Open Molecules 2025 dataset
Level of theory: wB97M-V/def2-TZVPD

Geometry (Å):
C 0.095 -1.181 -0.378
H -0.001 1.134 1.825
C -0.750 -0.707 1.695
H 1.158 -1.845 0.139
H -1.812 -0.846 2.107
N 0.541 0.319 -0.111
H -0.041 -1.445 -1.398
O -0.961 -1.489 0.413
H -0.960 1.161 0.480
O 1.223 1.426 -1.861
C -0.336 0.642 1.026
H -0.243 -1.273 2.491
N 0.281 1.266 -1.048

Lowest unoccupied orbital energy (eV): -0.258
Gap between HOMO and LUMO (Eh): 0.3361
HOMO (eV): -9.40
ΔE to the lowest compared entry with this formula, charge and spin (kJ/mol): 723.00

These are the natural (NBO) partial charges, in e, on atoms 1 to 8: 0.111 0.199 -0.113 0.133 0.217 -0.312 0.206 -0.523

No. 11
Formula: C6H14N2O2
Source: the Open Molecules 2025 dataset
Level of theory: wB97M-V/def2-TZVPD

Geometry (Å):
H -0.758 1.640 -2.543
C 0.992 1.938 1.147
H -0.952 -3.353 -0.137
O 2.010 2.391 -1.383
H -2.024 -0.691 0.598
H -0.812 3.413 -2.225
H 1.785 -3.090 1.840
N 0.232 2.455 0.019
H 0.911 0.853 1.184
H -2.972 -2.180 0.857
H 2.028 2.251 1.140
N -0.988 -2.452 0.311
H 1.181 -3.846 0.422
H 0.392 2.650 -3.273
C 1.330 -2.870 0.883
C -0.184 2.547 -2.369
H -0.770 2.420 0.086
O 0.035 -1.071 1.771
C 0.079 -2.049 1.043
H -2.654 -1.708 -0.748
H 2.003 -2.272 0.274
C 0.808 2.425 -1.231
H 0.553 2.297 2.082
C -2.225 -1.697 0.251

Lowest unoccupied orbital energy (eV): 0.650
Gap between HOMO and LUMO (Eh): 0.3618
HOMO (eV): -9.19
ΔE to the lowest compared entry with this formula, charge and spin (kJ/mol): 65.48

These are the natural (NBO) partial charges, in e, on atoms 1 to 8: 0.224 -0.431 0.392 -0.616 0.233 0.225 0.240 -0.624

No. 12
Formula: C26H66Br3N8O14
Source: the Open Molecules 2025 dataset
Level of theory: wB97M-V/def2-TZVPD

Geometry (Å):
H -14.956 -18.282 -18.178
H -8.078 -14.451 -25.038
H -18.478 -12.575 -15.010
H -8.463 -12.607 -23.486
H -13.163 -14.905 -18.937
H -8.020 -10.550 -20.915
C -12.540 -7.045 -13.437
H -9.776 -17.516 -21.826
H -7.863 -12.251 -18.916
H -16.193 -20.594 -17.610
H -10.469 -14.557 -17.602
H -8.057 -17.719 -21.238
H -9.588 -13.983 -25.844
H -6.525 -18.001 -24.585
H -16.860 -19.100 -17.057
C -17.102 -12.510 -16.602
H -6.207 -16.275 -24.555
H -6.078 -11.956 -17.201
N -11.477 -8.019 -15.540
C -14.950 -19.606 -16.269
N -8.485 -16.025 -22.524
C -6.054 -13.772 -14.170
H -8.164 -11.025 -17.937
H -10.527 -11.462 -22.463
H -9.798 -14.654 -13.283
H -12.629 -10.927 -18.470
H -12.921 -17.070 -17.348
O -12.678 -14.495 -21.910
H -9.259 -13.193 -14.138
H -5.529 -14.221 -15.027
H -16.845 -20.542 -15.969
H -11.977 -11.808 -16.986
N -7.770 -11.238 -18.851
C -11.575 -15.008 -22.471
H -11.173 -16.026 -18.402
H -17.339 -14.537 -16.117
O -10.490 -14.356 -22.396
H -9.072 -16.455 -20.543
H -5.398 -13.614 -13.313
H -9.845 -13.527 -23.525
H -4.497 -11.435 -17.876
C -17.412 -12.306 -15.135
O -16.617 -11.851 -17.432
C -9.494 -14.238 -14.250
H -12.643 -7.403 -17.186
H -12.646 -14.214 -17.340
N -8.217 -14.850 -14.751
H -12.424 -9.173 -17.073
H -9.217 -10.403 -22.988
O -14.301 -19.853 -15.293
H -9.230 -15.320 -22.595
C -12.667 -8.060 -14.578
H -16.660 -15.566 -18.281
H -8.450 -15.810 -14.981
C -5.472 -11.850 -18.118
O -10.015 -11.459 -25.678
H -13.646 -12.138 -17.597
H -7.647 -15.497 -22.296
H -10.900 -7.240 -15.225
C -13.484 -17.664 -16.635
H -13.515 -7.112 -12.954
H -14.180 -17.020 -16.130
O -9.011 -17.194 -24.426
O -11.713 -12.816 -19.978
C -8.109 -16.846 -23.774
H -9.573 -10.963 -20.026
H -14.316 -16.022 -21.767
H -10.823 -9.986 -23.504
H -12.595 -13.592 -21.564
O -7.182 -15.543 -12.862
N -12.386 -14.291 -18.398
H -7.928 -14.492 -15.643
H -5.399 -12.818 -18.607
H -12.893 -18.176 -15.898
H -12.387 -6.069 -13.905
O -13.481 -8.876 -14.800
N -17.417 -14.035 -16.980
C -14.643 -16.894 -19.979
O -13.863 -16.138 -19.356
H -11.684 -7.343 -12.834
H -8.718 -9.518 -19.692
H -10.333 -14.303 -14.952
C -8.866 -17.032 -21.447
H -10.635 -14.674 -19.433
N -9.187 -12.895 -24.135
C -9.873 -11.621 -24.521
O -11.599 -16.192 -22.918
C -11.012 -14.964 -18.455
Br -11.925 -9.228 -20.566
H -16.274 -13.859 -18.716
C -8.703 -13.622 -25.345
Br -9.365 -10.808 -16.147
H -8.145 -12.975 -26.011
C -6.258 -10.856 -18.911
H -11.140 -8.162 -17.747
H -17.168 -11.266 -14.954
N -14.264 -18.742 -17.314
H -10.810 -8.810 -15.410
C -16.306 -19.961 -16.703
C -12.159 -12.909 -18.877
H -15.446 -14.602 -17.336
C -10.172 -10.834 -23.285
H -18.406 -14.113 -17.196
C -12.624 -11.852 -17.873
O -6.028 -9.839 -19.447
O -15.312 -17.821 -19.394
C -6.650 -17.101 -23.978
H -16.800 -12.966 -14.528
C -7.072 -14.766 -13.721
C -11.943 -8.198 -17.023
Br -13.307 -14.280 -15.191
O -14.864 -16.674 -21.270
C -16.373 -14.586 -17.908
H -13.588 -19.336 -17.809
H -6.101 -17.223 -23.054
H -6.510 -12.822 -14.481
C -8.567 -10.553 -19.980

Lowest unoccupied orbital energy (eV): -7.445
Gap between HOMO and LUMO (Eh): 0.1944
HOMO (eV): -12.74
Charge: +3

These are the Mulliken partial charges, in e, on atoms 1 to 8: 0.399 0.091 0.418 0.397 0.226 0.364 -1.205 0.410

Per-record maximum force, eV/A: 1.77; 4.57; 0.47; 0.83; 4.49; 2.19; 2.31; 2.58; 1.08; 6.02; 1.12; 4.51